Record 1
ORCA calculation (ωB97M-V/def2-TZVPD) on 2 unconnected molecules or ions with the total composition C8H16Si3 at a distorted geometry.

- molecular weight (g/mol) = 196.5
- total energy (hartree) = -1182.75314
- HOMO-LUMO gap (eV) = 7.48
- E_HOMO (eV) = -7.68

The geometry in XYZ format:
```
27
Properties=species:S:1:pos:R:3:forces:R:3
C 2.748 -1.494 -2.641 1.367 0.800 -1.945
C 3.281 -1.733 -1.400 2.134 -1.646 -1.051
C 1.559 -0.865 -2.784 -0.730 -0.912 1.825
C 2.537 -1.483 -0.304 -0.998 -0.811 1.161
C 0.780 -0.654 -1.669 -1.853 1.667 0.047
C 1.249 -0.972 -0.398 -0.514 0.905 0.175
C -2.254 1.530 1.940 -1.856 -0.557 -2.560
C -0.072 2.780 0.009 1.431 1.232 1.061
Si -2.307 -2.564 0.483 0.839 1.196 1.814
Si 0.142 -0.579 1.076 -1.722 -1.760 -2.090
Si -0.458 1.588 1.498 -0.696 0.285 -2.194
H 3.165 -1.589 -3.661 0.870 -0.779 1.150
H 4.227 -2.307 -1.288 -0.632 0.686 -0.142
H 1.238 -0.885 -3.760 -1.313 0.929 -1.998
H 2.852 -1.964 0.599 0.317 0.406 0.774
H -0.232 -0.143 -1.795 1.259 -0.912 0.241
H -2.746 0.518 1.583 0.960 1.916 1.156
H -2.629 1.898 2.897 0.167 -0.254 -0.168
H -2.599 2.247 1.112 -0.124 -0.679 1.263
H -0.971 2.920 -0.606 0.497 0.064 -0.091
H 0.387 3.836 0.340 -1.468 -2.211 -0.432
H 0.794 2.367 -0.557 -0.848 0.012 -0.031
H -2.130 -2.994 -0.991 -0.663 0.436 0.954
H -3.543 -1.750 1.173 1.110 -0.962 -1.494
H -2.299 -3.824 1.406 0.220 0.899 -0.886
H 0.571 -1.231 2.245 0.718 -0.675 1.356
H 0.288 2.070 2.540 1.529 0.725 2.105
```
Positions in Å, forces in eV/Å.

These are the Mulliken partial charges, in e, on atoms 1 to 2: number 1, C, carries -0.189; number 2, C, carries -0.507



Record 2
ORCA calculation (ωB97M-V/def2-TZVPD) on a molecular structure, C8H17AlBrN2O2P2 at a distorted geometry.

- molecular weight (g/mol) = 342.1
- total energy (hartree) = -4074.33246
- HOMO-LUMO gap (eV) = 6.21
- charge = -1
- E_HOMO (eV) = -3.29

The geometry in XYZ format:
```
33
Properties=species:S:1:pos:R:3:forces:R:3
C 2.006 0.666 3.116 -0.451 -0.711 -0.943
P 0.436 1.047 2.161 0.029 0.832 0.300
O 0.956 1.068 0.513 1.079 -0.361 1.109
Al -0.882 -0.898 2.520 -0.050 0.244 0.461
Br -0.654 -1.458 4.869 -0.123 0.168 -0.373
C -2.773 -0.404 2.005 0.019 -0.037 0.481
N -3.840 -1.182 2.677 0.280 0.506 0.052
P 0.035 -2.612 1.193 0.339 -0.187 -0.662
N 0.308 -4.084 2.174 -0.159 0.716 -0.270
O 1.637 -2.090 0.874 -0.927 -0.657 -0.342
H 2.845 1.191 2.664 0.062 0.237 0.172
H 1.828 0.952 4.145 0.033 0.310 0.111
H 2.232 -0.402 3.127 0.117 -0.001 -0.057
H 0.184 1.094 -0.029 -0.873 0.070 -0.589
H -2.914 0.646 2.293 0.153 0.042 -0.103
H -2.889 -0.423 0.913 0.121 -0.122 -0.026
H -3.486 -2.005 3.126 -0.072 -0.395 0.023
H -4.604 -1.398 2.067 -0.223 -0.285 -0.155
H 1.276 -4.335 2.028 0.299 -0.183 0.121
H -0.220 -4.798 1.698 -0.050 -0.381 -0.066
H 2.202 -2.277 1.615 0.402 0.234 0.680
C 0.689 0.739 -2.940 -0.015 -0.032 -0.006
C -0.144 0.615 -4.045 0.014 0.062 -0.008
C -0.309 1.685 -4.916 0.038 0.003 0.030
C 0.366 2.877 -4.686 0.002 -0.033 0.024
C 1.201 3.001 -3.583 -0.048 -0.065 -0.041
C 1.360 1.933 -2.708 0.057 0.037 -0.014
H 0.816 -0.093 -2.258 0.016 0.017 0.026
H -0.667 -0.315 -4.226 -0.010 -0.003 0.017
H -0.963 1.590 -5.774 0.001 -0.002 -0.006
H 0.240 3.711 -5.367 -0.006 0.005 0.000
H 1.726 3.930 -3.403 -0.004 0.007 0.012
H 2.003 2.028 -1.843 -0.051 -0.035 0.044
```
Positions in Å, forces in eV/Å.

These are the Mulliken partial charges, in e, on atoms 1 to 2: number 1, C, carries -0.894; number 2, P, carries 0.002



Record 3
ORCA calculation (ωB97M-V/def2-TZVPD) on a molecular structure, C8H17Cl16Hg2O at a distorted geometry.

- molecular weight (g/mol) = 1097.7
- total energy (hartree) = -8059.80095
- HOMO-LUMO gap (eV) = 5.12
- charge = +1
- E_HOMO (eV) = -12.16

The geometry in XYZ format:
```
44
Properties=species:S:1:pos:R:3:forces:R:3
Hg 1.111 0.671 0.261 0.232 -1.441 -0.962
Hg -1.927 1.131 2.750 2.172 -0.494 -1.716
C -1.992 0.014 -0.541 -2.230 -0.162 0.493
O -1.271 0.358 0.596 1.573 0.585 1.555
H -2.323 -1.024 -0.500 0.267 -0.320 -0.141
H -2.918 0.581 -0.448 -0.287 0.145 -0.751
H -1.559 0.219 -1.520 0.569 0.281 0.204
Cl 2.131 -0.260 -1.999 -0.889 0.601 1.538
Cl 0.732 1.676 2.741 -1.128 -0.382 -0.150
C -3.127 5.221 1.378 0.633 0.945 0.139
Cl -2.035 5.961 0.178 -0.527 -0.458 0.343
Cl -2.762 3.456 1.591 -0.299 0.361 -0.502
H -2.903 5.729 2.316 -0.175 -0.350 -0.063
H -4.166 5.366 1.080 0.242 -0.398 -0.056
C 5.019 1.022 0.660 -0.512 -0.473 0.251
Cl 3.548 2.023 0.356 1.052 0.466 0.193
Cl 4.626 -0.132 1.984 0.396 0.334 -0.641
H 5.232 0.524 -0.286 -0.131 -0.239 0.345
H 5.873 1.614 0.987 -0.472 0.237 -0.041
C -1.586 -4.168 -0.716 -0.682 0.796 0.607
Cl -0.182 -5.206 -0.542 -0.134 -0.012 0.014
Cl -2.655 -4.567 -2.061 0.214 -0.025 -0.232
H -2.234 -4.193 0.161 0.358 -0.499 0.132
H -1.272 -3.127 -0.781 0.279 -0.229 -0.455
C 2.715 -3.211 1.635 0.297 -0.533 -0.664
Cl 1.575 -1.927 1.164 -0.409 -0.381 0.726
Cl 3.214 -3.997 0.091 0.190 0.205 1.097
H 3.546 -2.793 2.203 0.049 0.121 -0.570
H 2.219 -3.938 2.278 -0.269 0.121 -0.376
C -0.320 -0.302 -5.085 -0.170 0.105 0.366
Cl 1.081 0.526 -5.850 -0.858 -0.574 0.203
Cl -1.771 0.726 -4.966 0.079 0.270 0.012
H -0.708 -1.173 -5.612 0.816 0.120 -0.278
H -0.038 -0.555 -4.063 0.164 0.038 -0.245
C 0.399 4.142 -2.011 0.569 0.568 -1.434
Cl 0.251 3.271 -3.535 -0.122 0.017 0.113
Cl 0.524 3.018 -0.649 -0.694 1.383 0.273
H 1.318 4.723 -2.081 -0.005 -0.262 0.341
H -0.430 4.845 -1.929 -0.129 -0.544 0.468
C -1.410 -3.301 4.313 -0.491 -0.153 0.259
Cl -0.694 -4.395 3.164 0.248 -0.177 -0.016
Cl -1.612 -1.687 3.514 0.012 0.034 0.022
H -2.404 -3.676 4.555 0.132 0.266 -0.047
H -0.813 -3.186 5.217 0.070 0.105 -0.356
```
Positions in Å, forces in eV/Å.

These are the Mulliken partial charges, in e, on atoms 1 to 2: number 1, Hg, carries 1.237; number 2, Hg, carries 1.031



Record 4
ORCA calculation (ωB97M-V/def2-TZVPD) on a molecular structure, C8H17CuNO8 at a distorted geometry.

- molecular weight (g/mol) = 318.8
- total energy (hartree) = -2612.27809
- HOMO-LUMO gap (eV) = 6.72
- charge = -1
- E_HOMO (eV) = -3.69

The geometry in XYZ format:
```
35
Properties=species:S:1:pos:R:3:forces:R:3
Cu -28.047 -33.436 -21.444 0.358 0.474 -0.720
O -28.424 -31.132 -24.998 0.039 0.310 -0.263
C -28.114 -32.125 -24.082 -0.370 -0.905 0.532
O -29.114 -32.559 -23.417 0.249 0.264 0.264
O -26.952 -32.506 -24.023 0.110 0.204 -0.254
H -29.371 -30.991 -24.892 0.014 -0.075 0.070
O -24.964 -33.140 -18.839 -0.502 0.096 -0.252
C -26.026 -33.243 -19.736 -0.831 -0.552 -0.038
O -25.868 -32.901 -20.910 0.157 0.166 0.258
O -27.094 -33.723 -19.224 0.554 0.201 -0.033
H -25.444 -33.405 -18.044 0.373 -0.049 0.270
C -27.325 -35.796 -23.101 -0.429 -0.102 -0.768
O -27.224 -35.539 -21.721 0.063 -0.171 0.006
C -27.995 -36.360 -20.875 0.150 0.308 0.866
C -29.492 -36.284 -21.141 -0.260 -0.469 -0.315
N -30.010 -34.924 -21.228 0.771 -0.235 0.095
C -30.254 -34.275 -19.934 -0.480 -0.926 -0.552
C -30.589 -32.815 -20.111 -0.571 -0.238 0.679
O -29.419 -32.067 -20.242 -0.055 -0.149 -0.013
C -29.648 -30.698 -20.408 0.452 0.718 0.422
H -28.366 -35.771 -23.447 0.042 0.145 0.086
H -26.924 -36.772 -23.414 0.196 -0.013 0.384
H -26.808 -34.995 -23.628 0.092 0.045 0.162
H -27.786 -35.987 -19.867 0.070 0.086 -0.147
H -27.632 -37.397 -20.890 -0.207 -0.104 -0.280
H -30.050 -36.880 -20.396 0.297 -0.010 0.144
H -29.669 -36.800 -22.091 -0.220 0.250 -0.043
H -30.831 -34.947 -21.815 -0.057 0.426 0.007
H -29.366 -34.406 -19.315 0.028 0.266 -0.004
H -31.096 -34.787 -19.433 0.011 0.199 0.159
H -31.140 -32.517 -19.202 0.111 0.257 -0.052
H -31.278 -32.665 -20.952 0.142 -0.032 -0.192
H -30.485 -30.359 -19.784 -0.173 -0.095 -0.191
H -29.778 -30.403 -21.451 -0.190 -0.210 -0.084
H -28.771 -30.179 -20.013 0.066 -0.081 -0.200
```
Positions in Å, forces in eV/Å.

These are the Mulliken partial charges, in e, on atoms 1 to 2: number 1, Cu, carries 0.756; number 2, O, carries -0.550



Record 5
ORCA calculation (ωB97M-V/def2-TZVPD) on a molecular structure, C8H17F4N3O8PS3.

- molecular weight (g/mol) = 486.4
- total energy (hartree) = -3016.78502
- HOMO-LUMO gap (eV) = 8.85
- charge = -1
- E_HOMO (eV) = -6.35

The geometry in XYZ format:
```
44
Properties=species:S:1:pos:R:3:forces:R:3
O 3.632 -1.831 -2.438 0.090 -0.086 -0.068
S 2.775 -1.390 -1.372 0.097 0.122 0.164
O 2.162 -2.400 -0.550 -0.040 -0.092 0.012
N 1.822 -0.188 -1.737 0.069 0.120 0.108
S 0.518 -0.370 -2.615 -0.242 0.003 0.318
O 0.588 -1.460 -3.541 0.022 -0.094 -0.209
O 0.078 0.926 -3.053 0.066 0.091 -0.239
P -1.020 -0.929 -1.138 0.123 0.031 -0.208
O -0.240 -1.059 0.253 -0.315 0.040 0.089
O -1.784 0.481 -0.977 -0.007 -0.007 0.031
S -2.088 -2.442 -1.580 -0.044 -0.015 0.112
C 3.946 -0.481 -0.223 -0.126 0.157 0.086
F 3.494 0.742 0.142 0.074 -0.464 -0.025
F 4.082 -1.236 0.898 0.004 0.178 -0.171
C 5.338 -0.333 -0.846 -0.032 -0.076 0.013
F 6.162 0.220 0.080 0.166 0.098 0.216
F 5.286 0.511 -1.892 -0.041 0.110 -0.137
H 0.414 -0.364 0.420 0.172 -0.012 -0.064
H -1.933 0.688 -0.048 -0.071 0.001 0.099
H 5.754 -1.289 -1.156 -0.081 -0.057 -0.060
C -5.172 4.378 -0.622 0.004 0.034 0.014
C -3.986 5.090 -1.240 -0.036 -0.058 -0.013
O -3.734 6.255 -0.969 0.005 0.023 -0.002
N -3.220 4.382 -2.103 0.006 0.029 -0.021
C -3.384 3.006 -2.538 0.074 0.018 -0.022
H -5.670 5.082 0.038 0.004 -0.001 -0.003
H -5.872 4.040 -1.386 0.003 -0.009 0.000
H -4.854 3.507 -0.047 0.000 -0.007 -0.009
H -2.439 4.902 -2.474 0.014 -0.010 0.030
H -2.510 2.406 -2.290 -0.007 0.005 -0.014
H -3.538 2.960 -3.617 -0.031 -0.010 0.000
H -4.249 2.565 -2.052 0.009 -0.027 -0.004
C 1.146 -2.534 4.842 -0.012 0.034 0.008
C 0.641 -1.948 3.538 0.064 -0.091 0.000
O 0.405 -0.750 3.437 -0.002 0.038 -0.001
N 0.468 -2.792 2.501 -0.118 0.009 0.029
C 0.712 -4.214 2.445 0.093 0.010 0.012
H 1.228 -1.722 5.558 0.000 -0.001 -0.003
H 0.460 -3.289 5.229 0.006 -0.010 -0.003
H 2.124 -2.998 4.711 -0.002 -0.005 -0.004
H 0.149 -2.346 1.651 0.049 -0.022 -0.068
H 1.464 -4.444 1.689 0.007 0.021 -0.002
H -0.201 -4.757 2.192 -0.013 0.006 0.015
H 1.068 -4.576 3.407 0.000 -0.023 -0.006
```
Positions in Å, forces in eV/Å.

These are the Mulliken partial charges, in e, on atoms 1 to 2: number 1, O, carries -0.679; number 2, S, carries 1.040



Record 6
ORCA calculation (ωB97M-V/def2-TZVPD) on 2 unconnected molecules or ions with the total composition C8H17IN at a distorted geometry.

- molecular weight (g/mol) = 254.1
- total energy (hartree) = -666.97641
- HOMO-LUMO gap (alpha / beta) (eV) = 6.51 / 6.51
- charge = +1
- E_HOMO (alpha / beta) (eV) = -12.36 / -12.36

The geometry in XYZ format:
```
27
Properties=species:S:1:pos:R:3:forces:R:3
C -1.014 1.186 -0.331 1.051 -1.560 0.254
C 1.604 -0.531 0.528 0.060 -0.210 -0.004
C -0.312 2.493 -0.547 2.169 -1.033 -0.655
C -3.104 2.219 0.988 0.401 -1.217 1.826
C 2.584 -2.349 -1.141 -0.664 0.418 -1.271
C 2.137 -2.755 1.264 1.964 3.171 -0.202
C -2.298 0.642 -0.891 0.234 4.102 -0.362
C -2.192 1.050 0.612 -0.272 0.906 -2.474
N 1.747 -1.975 0.067 -0.238 -0.147 -2.747
I 3.036 0.694 -0.250 -0.271 -0.226 0.157
H 0.677 2.555 -1.182 -1.793 -0.906 0.924
H -0.912 3.191 -1.031 -1.220 1.677 -0.164
H -0.002 2.663 0.467 0.156 1.381 0.356
H -2.810 3.195 0.714 0.553 0.871 -1.086
H -4.023 1.923 0.547 -1.181 0.462 -0.167
H -3.253 2.367 2.078 0.098 -0.644 -0.456
H 2.231 -1.794 -2.071 0.329 -0.596 1.382
H 3.622 -2.072 -0.943 -0.214 -0.271 -0.001
H 2.457 -3.429 -1.336 0.201 0.495 0.295
H 1.802 -2.014 1.993 0.480 -1.041 1.233
H 1.609 -3.616 1.186 -1.438 -2.744 0.516
H 3.208 -2.909 1.124 -0.098 0.005 0.950
H -2.803 1.363 -1.627 0.502 -1.064 1.376
H -2.390 -0.339 -1.178 -0.090 -2.272 -0.436
H -0.188 0.463 -0.120 -0.768 -0.188 -0.053
H -2.232 0.165 1.187 0.120 -0.533 1.015
H 0.818 -2.386 -0.109 -0.070 1.165 -0.206
```
Positions in Å, forces in eV/Å.

These are the Mulliken partial charges, in e, on atoms 1 to 2: number 1, C, carries 1.854; number 2, C, carries -0.385



Record 7
ORCA calculation (ωB97M-V/def2-TZVPD) on a molecular structure, C8H17MnP2 at a distorted geometry.

- molecular weight (g/mol) = 230.1
- expectation value of S² = 8.828
- total energy (hartree) = -2148.57398
- HOMO-LUMO gap (alpha / beta) (eV) = 2.41 / 5.46
- spin multiplicity = 6
- charge = -1
- E_HOMO (alpha / beta) (eV) = 0.82 / -2.27

The geometry in XYZ format:
```
28
Properties=species:S:1:pos:R:3:forces:R:3
C 0.379 0.639 -3.155 0.412 -1.068 -0.667
C -0.859 -0.123 -3.167 0.712 0.422 -0.236
C -0.630 -1.346 -2.459 0.503 -0.118 0.662
C 0.730 -1.319 -1.955 0.067 -0.060 -0.911
C 1.359 -0.127 -2.442 -0.391 -0.223 -0.745
Mn -0.344 0.399 -1.088 -0.637 0.126 0.907
P -0.544 2.690 -0.744 -0.502 -0.055 0.300
H 0.579 1.570 -3.685 -0.180 -0.286 0.274
H -1.761 0.160 -3.705 0.247 -0.091 0.253
H -1.328 -2.181 -2.335 0.245 0.506 0.027
H 2.423 0.106 -2.383 -0.435 0.071 0.285
H 1.243 -2.102 -1.391 -0.316 0.313 -0.353
H -1.543 3.146 0.178 0.240 0.345 -0.166
H -0.970 3.319 -1.950 -0.004 0.121 0.132
H 0.576 3.508 -0.378 -0.066 0.119 0.055
C -1.186 -1.202 3.299 0.126 0.021 0.063
P -0.527 -0.495 1.704 0.038 0.170 -0.282
C 0.417 0.965 2.316 -0.421 -0.156 0.344
C 0.858 -1.657 1.356 -0.092 -0.633 0.208
H -1.912 -0.513 3.748 0.121 -0.133 -0.191
H -0.385 -1.379 4.032 -0.114 0.062 -0.162
H -1.691 -2.157 3.103 0.073 0.218 -0.022
H 0.747 0.818 3.348 0.166 0.064 -0.040
H 1.267 1.171 1.663 -0.084 -0.007 0.021
H -0.260 1.824 2.282 0.150 0.062 0.042
H 1.155 -2.202 2.265 0.157 0.211 -0.187
H 0.499 -2.392 0.622 0.200 0.169 0.248
H 1.708 -1.120 0.920 -0.217 -0.170 0.142
```
Positions in Å, forces in eV/Å.

These are the Mulliken partial charges, in e, on atoms 1 to 2: number 1, C, carries -0.863; number 2, C, carries -0.683



Record 8
ORCA calculation (ωB97M-V/def2-TZVPD) on 2 unconnected molecules or ions with the total composition C8H17N2O at a distorted geometry.

- molecular weight (g/mol) = 157.2
- total energy (hartree) = -499.34572
- HOMO-LUMO gap (eV) = 8.79
- charge = +1
- E_HOMO (eV) = -12.04

The geometry in XYZ format:
```
28
Properties=species:S:1:pos:R:3:forces:R:3
C 0.600 -2.359 0.122 2.047 -1.633 0.593
C 0.097 -1.215 0.379 2.784 2.358 -0.324
C 2.125 -2.524 -0.131 -0.367 -2.364 2.322
C 2.081 -0.231 0.081 -4.705 -2.650 0.546
C 1.712 2.102 0.221 2.647 -0.292 2.154
C 4.031 1.019 -0.251 0.408 0.566 -0.982
C -2.916 -0.664 -1.225 0.916 1.868 1.207
C -3.324 0.215 1.089 3.508 -3.493 0.454
N 2.563 0.931 -0.038 0.708 0.422 -0.085
N -2.379 0.138 -0.084 -0.995 -0.392 1.656
O 2.776 -1.300 -0.051 1.175 0.964 0.333
H 0.039 -3.276 0.261 -0.120 -0.058 -0.313
H -0.845 -0.664 0.515 -0.097 0.379 -0.175
H 2.712 -3.326 0.571 -1.751 2.095 -1.460
H 2.269 -2.830 -1.120 0.127 -0.866 -1.558
H 1.325 2.060 1.247 0.758 0.461 -0.034
H 2.348 2.923 -0.055 0.009 0.765 0.603
H 0.878 2.177 -0.335 -2.688 -0.387 -2.576
H 4.319 0.095 -0.792 0.150 0.414 1.047
H 4.271 1.780 -1.020 -0.408 0.084 0.738
H 4.562 1.244 0.706 -0.375 -0.474 -0.892
H -3.818 -1.171 -0.940 -0.053 -0.603 0.221
H -3.201 0.077 -1.922 -0.372 0.294 -1.526
H -2.107 -1.277 -1.588 -0.119 -0.545 -0.371
H -3.627 -0.856 1.219 -0.398 0.976 -0.208
H -2.773 0.342 2.045 -0.032 0.520 -0.639
H -4.123 0.850 1.074 -2.130 1.729 -0.523
H -1.944 1.022 -0.333 -0.629 -0.140 -0.208
```
Positions in Å, forces in eV/Å.

These are the Mulliken partial charges, in e, on atoms 1 to 2: number 1, C, carries -0.355; number 2, C, carries -0.318